# C8H16N2O4S

2 unconnected molecules or ions with the total composition C8H16N2O4S in a non-equilibrium geometry (ωB97M-V/def2-TZVPD, OMol25).

Last columns: bonded neighbours and bond lengths (Å).
Geometry (Å):
1 C -0.3330 0.3138 -0.2811  C2 1.370, C7 1.355, H16 1.067
2 C -0.0597 1.5016 0.3435  C1 1.370, C6 1.510, S15 1.721
3 C -2.4917 2.1502 0.3434  C6 1.493, H17 1.031, H18 1.141, H19 1.009
4 C -0.4483 -1.3855 -2.7335  C8 1.552, H20 1.166, H21 1.108, H22 1.103
5 C 0.6414 -1.5872 2.3383  N10 1.260, H24 1.014, H25 1.136
6 C -1.1087 2.4915 0.7917  C2 1.510, C3 1.493, H26 0.999, H27 1.205
7 C 0.5645 -0.6834 -0.4719  C1 1.355, C8 1.514, H28 1.007
8 C 0.5085 -1.7330 -1.5615  C4 1.552, C7 1.514, O14 1.387, H29 1.148
9 N -0.4201 -3.2050 1.0519  N10 1.229, H30 1.012
10 N -0.0342 -2.0922 1.4028  C5 1.260, N9 1.229
11 O 2.4221 1.6837 -0.4883  S15 1.445
12 O 2.0953 1.1639 1.8099  S15 1.614, H23 0.970
13 O 1.5432 3.4753 0.9649  S15 1.453
14 O 1.7747 -1.9848 -2.0672  C8 1.387, H31 0.970
15 S 1.5452 2.0706 0.5930  C2 1.721, O11 1.445, O12 1.614, O13 1.453
16 H -1.2682 -0.0225 -0.6704  C1 1.067
17 H -2.5526 2.4290 -0.6471  C3 1.031
18 H -3.2710 2.7723 0.8989  C3 1.141
19 H -2.7532 1.1781 0.4080  C3 1.009
20 H -1.4990 -0.9873 -2.4222  C4 1.166
21 H 0.0736 -0.6144 -3.3336  C4 1.108
22 H -0.5504 -2.4062 -3.1397  C4 1.103
23 H 2.8250 0.6356 1.4495  O12 0.970
24 H 0.9880 -0.6750 2.0613  C5 1.014
25 H 0.5744 -2.1654 3.3143  C5 1.136
26 H -0.9179 3.4669 0.6894  C6 0.999
27 H -0.9833 2.3046 1.9753  C6 1.205
28 H 1.4819 -0.6678 -0.0572  C7 1.007
29 H 0.0431 -2.6856 -1.1217  C8 1.148
30 H -0.8031 -3.2814 0.1189  N9 1.012
31 H 2.4134 -1.4605 -1.5597  O14 0.970

- Max |F|: 6.3 eV/A
- LUMO level (spin up / spin down): -1.3083 / -1.1426 eV
- Energy relative to the best compared isomer or geometry (same formula, charge and spin): 8.465 eV
- Energy: -30553.4763 eV